# 1
A structure of composition C22H28N7S2SbSe4Tc. Source: OMol25; level of theory: ωB97M-V/def2-TZVPD.

## Properties
* total charge: +3
* ΔE to the lowest compared entry with this formula, charge and spin: 8.6 kcal/mol
* HOMO energy (alpha / beta): -16.3657 / -16.3650 eV
* electronic energy: -11960.6722 a.u.
* frontier orbital gap (alpha / beta): 5.57 / 5.56 eV

Element x y z (Å)
Tc1 -1.51 1.18 -0.27
C1 -3.57 -3.98 -3.08
C2 -3.80 -3.56 -1.64
N1 -4.05 -2.11 -1.50
C3 -3.07 -1.21 -1.50
S1 -3.64 0.49 -1.14
N2 -1.81 -1.52 -1.63
N3 -0.99 -0.40 -1.53
C4 0.02 -0.32 -2.33
C5 0.39 -1.38 -3.30
C6 0.72 0.98 -2.24
C7 1.89 1.25 -2.93
C8 2.47 2.50 -2.83
C9 1.85 3.45 -2.03
C10 0.69 3.12 -1.36
N4 0.13 1.91 -1.45
H1 -3.34 -5.04 -3.11
H2 -2.74 -3.43 -3.52
H3 -4.46 -3.81 -3.69
H4 -2.94 -3.79 -1.01
H5 -4.68 -4.05 -1.22
H6 -5.00 -1.77 -1.57
H7 -0.51 -1.87 -3.67
H8 0.99 -2.14 -2.81
H9 0.95 -0.98 -4.14
H10 2.34 0.48 -3.54
H11 3.37 2.74 -3.37
H12 2.26 4.45 -1.93
H13 0.20 3.84 -0.73
Se1 -1.79 6.29 -1.47
Sb1 -3.95 6.39 -0.71
Se2 -2.08 3.33 0.58
Se3 -2.70 1.82 -2.50
Se4 -4.22 3.83 0.19
N5 -0.02 0.88 1.03
S2 1.34 0.02 0.77
C11 1.29 -1.35 1.88
C12 1.20 -2.62 1.31
C13 1.14 -3.73 2.14
C14 1.16 -3.55 3.52
C15 1.25 -2.28 4.08
C16 1.32 -1.17 3.26
C17 2.67 1.01 1.43
C18 2.49 2.35 1.70
C19 3.58 3.10 2.14
C20 4.82 2.49 2.29
C21 4.98 1.14 2.01
C22 3.91 0.38 1.57
H14 -0.16 1.12 2.01
H15 1.20 -2.74 0.23
H16 1.10 -4.72 1.72
H17 1.13 -4.42 4.17
H18 1.28 -2.16 5.15
H19 1.42 -0.18 3.69
H20 1.52 2.82 1.57
H21 3.45 4.14 2.37
H22 5.66 3.08 2.63
H23 5.95 0.68 2.13
H24 4.03 -0.67 1.37
N6 -2.15 0.35 2.70
N7 -2.45 -0.09 1.35
H25 -2.30 -0.43 3.34
H26 -2.80 1.08 2.93
H27 -3.45 -0.27 1.28
H28 -1.98 -0.98 1.21

Atomic partial charges in e from the natural (NBO) method, atoms 1 to 2: number 1, Tc, carries 0.176; number 2, C, carries -0.622

=====

# 2
A structure of composition C22H28N8O3RuS4Si. Source: OMol25; level of theory: ωB97M-V/def2-TZVPD.

## Properties
* total charge: -1
* HOMO energy (alpha / beta): -2.3952 / -4.7610 eV
* electronic energy: -3496.0846 a.u.
* ⟨S²⟩: 8.816
* frontier orbital gap (alpha / beta): 4.94 / 6.65 eV
* spin multiplicity: 6

Element x y z (Å)
Ru1 0.76 -0.58 -0.96
N1 5.26 0.07 -1.68
C1 3.96 -0.42 -1.55
S1 3.06 0.12 -0.14
N2 3.54 -1.27 -2.42
N3 2.27 -1.70 -2.21
C2 1.83 -2.72 -2.93
C3 0.52 -3.19 -2.73
C4 0.02 -4.35 -3.37
C5 -1.23 -4.82 -3.07
C6 -2.01 -4.14 -2.10
C7 -1.48 -3.00 -1.53
N4 -0.27 -2.52 -1.83
H1 5.35 1.02 -1.34
H2 5.61 -0.04 -2.62
H3 2.48 -3.20 -3.65
H4 0.65 -4.85 -4.10
H5 -1.61 -5.70 -3.56
H6 -3.00 -4.48 -1.83
H7 -2.05 -2.44 -0.81
N5 -1.86 3.49 5.93
C8 -1.85 2.58 4.87
C9 -1.97 1.21 5.11
C10 -1.99 0.31 4.06
C11 -1.91 0.77 2.75
C12 -1.83 2.14 2.50
C13 -1.80 3.04 3.55
S2 -1.96 -0.35 1.37
O1 -2.47 0.41 0.27
O2 -2.70 -1.51 1.81
N6 -0.44 -0.75 0.98
C14 0.22 -1.72 1.69
N7 1.20 -2.28 0.96
C15 1.96 -3.19 1.52
C16 1.74 -3.61 2.83
C17 0.71 -2.99 3.50
N8 -0.06 -2.04 2.96
H8 -1.52 3.11 6.80
H9 -1.41 4.37 5.72
H10 -2.04 0.85 6.13
H11 -2.07 -0.75 4.23
H12 -1.79 2.49 1.47
H13 -1.73 4.10 3.35
H14 2.76 -3.60 0.90
H15 2.35 -4.37 3.30
H16 0.48 -3.25 4.52
C18 -2.55 2.52 -4.71
O3 -1.28 2.00 -4.32
C19 -1.27 0.97 -3.44
S3 -2.62 0.30 -2.82
S4 0.36 0.45 -3.18
H17 -2.33 3.32 -5.41
H18 -3.09 2.90 -3.84
H19 -3.15 1.75 -5.18
C20 1.22 2.31 1.26
Si1 0.99 1.99 -0.58
C21 -0.65 2.80 -1.02
C22 2.28 2.91 -1.59
H20 0.93 3.35 1.45
H21 2.26 2.18 1.59
H22 0.58 1.66 1.86
H23 -0.73 3.72 -0.41
H24 -1.52 2.18 -0.84
H25 -0.63 3.10 -2.07
H26 1.95 3.95 -1.68
H27 2.33 2.49 -2.60
H28 3.27 2.88 -1.13

Atomic partial charges in e from the Löwdin method, atoms 1 to 2: number 1, Ru, carries 1.005; number 2, N, carries 0.027

=====

> Number 2 is which compound?

C22H28N8O3RuS4Si

=====

> Which value of total charge does entry 1 give?

+3